Record 1
Molecular formula: C73H88AsCrNO4P2S
Method: DFT, ωB97M-V/def2-TZVPD

Geometry (Å):
1 As -0.542 1.824 4.808
2 Cr -0.174 0.792 0.284
3 S -0.093 0.701 2.560
4 P 0.304 3.971 0.457
5 P -2.421 3.081 0.450
6 O 0.552 -1.635 0.097
7 O -0.495 1.674 -2.094
8 O -1.756 -0.053 -0.112
9 O 1.583 0.989 -0.216
10 N -1.227 4.029 1.282
11 C 2.958 0.355 -2.037
12 C -5.068 6.263 0.386
13 C 1.860 -1.865 -6.954
14 C 0.284 -3.044 6.400
15 C -3.646 4.361 -0.058
16 C -4.922 -4.916 -2.813
17 C -2.598 -3.613 -0.342
18 C -0.217 0.683 -3.037
19 C -2.176 -2.404 0.208
20 C 6.345 -3.234 -1.459
21 C 3.251 -0.730 0.087
22 C 0.086 -3.373 -6.076
23 C 2.681 -3.458 5.927
24 C -3.061 -2.561 -2.406
25 C -2.546 -5.410 -3.427
26 C -3.493 -5.052 -2.272
27 C -3.417 2.359 1.814
28 C 1.078 -3.019 4.009
29 C 3.804 3.477 2.490
30 C 0.715 -2.043 1.415
31 C -4.291 1.329 1.479
32 C 1.270 -0.282 -4.635
33 C 0.555 5.747 0.026
34 C 0.428 -1.917 -6.423
35 C 1.403 7.371 -1.559
36 C -4.296 2.346 4.060
37 C -2.602 -0.128 -2.805
38 C 1.107 6.056 -1.214
39 C 5.049 -3.121 -3.578
40 C -1.541 0.282 5.463
41 C 1.264 -3.655 5.388
42 C -0.823 2.913 -2.729
43 C -4.251 4.229 -1.306
44 C 1.217 4.235 3.146
45 C -1.259 -0.113 -3.503
46 C -5.160 1.313 3.724
47 C 0.591 8.099 0.581
48 C 2.991 -0.865 1.563
49 C 0.990 -5.163 5.276
50 C 1.146 8.394 -0.660
51 C -2.171 -1.256 -0.583
52 C -0.513 -1.419 -7.528
53 C 2.578 0.203 -0.702
54 C 5.696 -2.283 -2.464
55 C -5.258 5.102 -1.708
56 C 2.202 4.211 4.124
57 C 4.244 -1.522 -0.485
58 C -3.041 -3.729 -1.653
59 C -3.472 -6.197 -1.259
60 C -3.418 2.856 3.113
61 C -1.033 3.142 6.181
62 C -1.820 -2.372 1.669
63 C 0.853 -2.628 -0.895
64 C 6.793 -1.397 -3.069
65 C 2.094 -2.350 3.343
66 C -5.151 0.799 2.433
67 C 0.302 6.788 0.921
68 C 3.496 3.825 3.798
69 C 1.224 1.321 5.471
70 C 3.962 -0.443 -2.568
71 C -0.380 -2.561 2.110
72 C -5.668 6.118 -0.861
73 C -0.166 -3.064 3.384
74 C 0.243 -1.040 -5.182
75 C 2.224 1.323 -2.939
76 C 1.519 3.890 1.833
77 C 4.620 -1.410 -1.817
78 C 1.059 0.585 -3.562
79 C 1.930 -1.831 2.058
80 C -1.008 -0.960 -4.571
81 C -4.069 5.390 0.784
82 C -2.638 -1.339 -1.897
83 C 2.819 3.515 1.510
84 H 1.381 9.419 -0.919
85 H 4.808 3.167 2.231
86 H 3.051 -2.189 3.825
87 H 2.923 -2.398 6.037
88 H 1.999 1.873 4.938
89 H 1.321 5.260 -1.919
90 H -4.122 -5.989 -0.406
91 H -4.292 0.932 0.468
92 H -5.391 7.051 1.055
93 H -2.839 -6.361 -3.881
94 H -1.701 3.338 -2.246
95 H -3.634 5.505 1.772
96 H 4.257 -3.753 -3.169
97 H -0.897 2.688 7.163
98 H -1.033 2.745 -3.784
99 H 1.126 -3.568 -0.417
100 H -0.035 -2.775 -1.514
101 H 2.272 -0.347 -5.040
102 H 5.793 -3.765 -4.055
103 H 1.868 2.175 -2.364
104 H -0.278 -0.386 -7.795
105 H -0.408 -2.038 -8.423
106 H 4.226 -0.296 -3.611
107 H -3.943 3.427 -1.968
108 H 7.120 -3.818 -1.959
109 H 1.672 -5.627 4.560
110 H -1.824 -1.578 -4.934
111 H 0.396 8.893 1.290
112 H -3.418 -2.586 -3.431
113 H 3.059 3.234 0.489
114 H -0.752 -3.125 6.066
115 H -2.463 -6.385 -0.886
116 H 1.355 0.260 5.255
117 H 2.694 0.112 1.958
118 H 1.960 4.494 5.142
119 H -1.519 -5.501 -3.067
120 H -2.578 -4.482 0.306
121 H -0.109 6.579 1.903
122 H -2.513 0.221 4.974
123 H 0.199 4.503 3.409
124 H 5.617 -3.933 -1.040
125 H 4.606 -2.484 -4.347
126 H -0.031 -5.356 4.944
127 H -5.831 0.902 4.468
128 H 1.129 -5.646 6.247
129 H -1.669 0.328 6.546
130 H -1.019 -3.483 3.910
131 H -2.073 3.438 6.051
132 H -2.561 -4.642 -4.204
133 H 1.832 7.593 -2.528
134 H -1.533 4.975 1.484
135 H -4.307 2.758 5.063
136 H -2.423 -3.129 2.174
137 H 2.152 -0.847 -7.222
138 H 2.757 -3.918 6.915
139 H 1.308 1.502 6.544
140 H -4.989 -4.150 -3.587
141 H 3.430 -3.921 5.281
142 H -5.719 4.983 -2.681
143 H 4.734 -2.242 0.161
144 H -3.406 -0.205 -3.538
145 H -6.457 6.795 -1.165
146 H -0.964 -0.601 5.190
147 H -5.811 -0.018 2.168
148 H 7.256 -0.779 -2.297
149 H 2.576 -2.251 -6.222
150 H 0.505 -1.986 6.565
151 H 6.813 -2.689 -0.636
152 H -1.557 -1.454 -7.213
153 H 0.266 -4.021 -6.938
154 H 6.396 -0.733 -3.838
155 H 4.260 3.787 4.565
156 H -2.115 -1.400 2.078
157 H -2.719 3.640 3.386
158 H -5.613 -4.645 -2.011
159 H 3.933 -1.133 2.044
160 H 0.702 -3.726 -5.245
161 H 0.008 3.612 -2.632
162 H -2.729 0.783 -2.223
163 H 7.569 -2.016 -3.526
164 H -3.828 -7.113 -1.736
165 H 1.937 -2.482 -7.852
166 H 0.372 -3.561 7.359
167 H -0.396 4.021 6.087
168 H 1.684 -2.272 -1.507
169 H 2.903 1.672 -3.718
170 H -0.961 -3.481 -5.787
171 H -5.253 -5.863 -3.247

Summary:
**HOMO-LUMO gap (alpha / beta)**: 6.5 / 6.7 eV
**LUMO level (alpha / beta)**: -0.139 / -0.778 eV
**Energy above the lowest of the compared OMol25 structures with the same formula, charge and spin**: 216.3 kJ/mol
**Charge**: 0
**Spin multiplicity**: 5
**HOMO level (alpha / beta)**: -6.638 / -7.466 eV

Record 2
Molecular formula: C74H167N13O14
Method: DFT, ωB97M-V/def2-TZVPD

Geometry (Å):
1 O -13.768 -14.251 -8.320
2 O -15.147 -20.528 -5.053
3 O -4.572 -14.987 -8.090
4 O -9.691 -16.001 -3.925
5 O -2.339 -18.895 -17.007
6 O -10.878 -11.399 -4.916
7 O -8.126 -19.809 -6.551
8 O -9.864 -12.640 -12.924
9 O -10.648 -14.030 -15.504
10 O -10.855 -16.230 -7.616
11 O -3.936 -11.464 -12.491
12 O -12.250 -21.719 -5.524
13 O -6.595 -13.068 -17.802
14 O -7.726 -13.731 -11.316
15 N -10.180 -21.640 -6.509
16 N -3.227 -18.824 -15.916
17 N -13.981 -12.454 -6.910
18 N -10.919 -11.754 -12.593
19 N -15.786 -20.255 -3.817
20 N -10.628 -20.421 -4.592
21 N -9.730 -10.630 -4.596
22 N -11.707 -14.953 -15.342
23 N -4.957 -12.409 -15.053
24 N -4.171 -14.161 -7.028
25 N -12.156 -13.858 -6.760
26 N -8.143 -18.241 -4.073
27 N -7.558 -15.161 -8.857
28 C -3.076 -11.797 -13.554
29 C -8.364 -11.252 -6.588
30 C -14.856 -22.375 -2.782
31 C -6.853 -13.269 -16.412
32 C -7.129 -19.922 -5.571
33 C -1.438 -19.465 -14.396
34 C -10.519 -10.546 -14.675
35 C -11.808 -13.432 -11.062
36 C -16.074 -21.482 -3.087
37 C -1.909 -17.059 -14.711
38 C -7.273 -9.347 -4.249
39 C -11.555 -17.435 -7.370
40 C -6.250 -14.374 -5.748
41 C -4.538 -18.292 -16.273
42 C -4.922 -17.919 -13.762
43 C -10.905 -15.302 -3.752
44 C -6.415 -13.329 -11.677
45 C -10.497 -16.106 -13.600
46 C -8.133 -12.366 -3.643
47 C -10.176 -9.570 -6.727
48 C -3.045 -12.169 -6.220
49 C -11.320 -16.274 -14.867
50 C -12.811 -14.690 -16.257
51 C -8.984 -11.107 -3.429
52 C -12.500 -9.632 -11.518
53 C -5.133 -19.153 -17.382
54 C -10.714 -10.425 -13.158
55 C -7.763 -13.051 -18.554
56 C -16.078 -18.690 -1.962
57 C -8.949 -15.090 -8.413
58 C -15.268 -19.030 -3.209
59 C -9.065 -16.408 -2.716
60 C -8.106 -9.896 -3.093
61 C -7.802 -17.152 -3.124
62 C -2.550 -18.454 -14.671
63 C -11.409 -11.970 -11.242
64 C -12.624 -11.070 -11.010
65 C -9.092 -10.146 -5.820
66 C -12.011 -9.632 -12.968
67 C -7.349 -15.826 -10.142
68 C -3.663 -12.884 -7.427
69 C -4.710 -11.943 -8.057
70 C -3.881 -12.295 -4.959
71 C -13.252 -13.252 -16.011
72 C -16.164 -19.895 -1.038
73 C -3.276 -10.665 -11.516
74 C -12.434 -14.894 -17.734
75 C -4.715 -14.563 -5.753
76 C -6.940 -18.619 -4.819
77 C -3.528 -18.516 -13.510
78 C -9.609 -16.446 -8.262
79 C -4.403 -16.036 -5.510
80 C -14.031 -15.579 -15.940
81 C -2.549 -13.055 -8.465
82 C -7.679 -19.502 -7.843
83 C -4.501 -16.843 -16.766
84 C -5.468 -18.484 -15.070
85 C -11.096 -21.299 -5.540
86 C -9.981 -11.282 -2.282
87 C -3.735 -12.859 -14.401
88 C -12.622 -16.984 -14.461
89 C -15.474 -17.890 -4.208
90 C -13.714 -17.007 -15.512
91 C -10.584 -17.114 -15.907
92 C -9.508 -9.699 -12.543
93 C -8.151 -8.998 -5.463
94 C -4.075 -13.766 -4.637
95 C -17.051 -22.315 -3.907
96 C -13.371 -13.604 -7.374
97 C -16.762 -21.092 -1.782
98 C -13.769 -19.095 -2.883
99 C -10.365 -11.626 -10.124
100 C -7.988 -15.117 -11.358
101 C -5.542 -13.577 -15.701
102 H -10.940 -15.412 -12.887
103 H -7.482 -18.448 -8.051
104 H -9.459 -20.929 -6.640
105 H -7.414 -17.573 -2.186
106 H -7.478 -8.871 -6.315
107 H -10.125 -17.970 -15.397
108 H -6.857 -20.142 -8.179
109 H -1.217 -16.925 -13.874
110 H -13.408 -18.150 -2.476
111 H -2.592 -16.213 -14.581
112 H -9.430 -11.139 -1.351
113 H -13.388 -17.594 -16.374
114 H -4.816 -11.731 -5.068
115 H -8.976 -12.156 -6.640
116 H -3.413 -11.814 -4.095
117 H -3.064 -13.179 -15.198
118 H -12.311 -18.031 -14.323
119 H -16.854 -21.916 -1.069
120 H -13.484 -9.162 -11.477
121 H -7.432 -20.648 -4.809
122 H -18.013 -21.794 -3.996
123 H -4.886 -16.824 -13.781
124 H -12.494 -17.188 -6.881
125 H -3.334 -16.224 -5.617
126 H -8.743 -15.576 -2.079
127 H -5.505 -16.443 -16.909
128 H -3.731 -19.546 -13.194
129 H -14.279 -20.888 -4.791
130 H -10.878 -8.961 -6.144
131 H -11.355 -15.243 -4.745
132 H -9.295 -12.627 -12.134
133 H -14.288 -22.590 -3.690
134 H -12.458 -13.779 -11.871
135 H -17.790 -20.785 -2.019
136 H -10.390 -9.569 -15.137
137 H -14.191 -12.981 -16.502
138 H -3.893 -10.600 -10.624
139 H -8.666 -10.352 -12.303
140 H -5.592 -13.960 -11.315
141 H -10.257 -17.060 -13.121
142 H -10.904 -14.043 -11.070
143 H -6.343 -13.299 -12.763
144 H -12.765 -10.150 -13.572
145 H -8.482 -19.780 -8.537
146 H -6.467 -10.019 -4.546
147 H -9.735 -8.790 -7.358
148 H -16.723 -22.542 -4.918
149 H -7.294 -14.198 -9.080
150 H -12.963 -16.638 -13.484
151 H -4.989 -16.717 -6.124
152 H -9.729 -17.020 -9.185
153 H -16.756 -19.698 -0.142
154 H -10.500 -12.240 -9.235
155 H -10.727 -10.283 -7.333
156 H -11.272 -20.034 -3.930
157 H -4.259 -10.985 -8.309
158 H -9.117 -8.948 -13.238
159 H -4.023 -16.191 -16.033
160 H -9.026 -17.015 -7.518
161 H -11.779 -9.046 -10.940
162 H -8.037 -12.927 -2.710
163 H -11.616 -10.899 -4.555
164 H -6.652 -17.845 -5.543
165 H -13.501 -11.508 -11.500
166 H -13.283 -14.597 -18.356
167 H -5.545 -11.734 -7.381
168 H -6.171 -18.719 -4.050
169 H -11.942 -8.612 -13.347
170 H -5.518 -14.778 -8.193
171 H -12.557 -12.507 -16.423
172 H -3.974 -13.652 -13.673
173 H -1.829 -20.480 -14.301
174 H -4.679 -16.332 -4.491
175 H -10.746 -14.286 -3.380
176 H -9.657 -11.172 -14.892
177 H -9.779 -19.889 -4.728
178 H -2.072 -12.615 -5.988
179 H -6.346 -17.880 -15.318
180 H -11.410 -11.031 -15.079
181 H -10.428 -10.570 -9.866
182 H -7.041 -16.461 -3.506
183 H -9.630 -14.533 -9.079
184 H -6.285 -15.947 -10.362
185 H -6.249 -12.369 -11.191
186 H -2.111 -12.192 -13.205
187 H -0.904 -19.182 -13.490
188 H -6.864 -8.396 -3.898
189 H -11.693 -18.026 -8.278
190 H -10.777 -10.546 -2.364
191 H -7.124 -12.180 -4.006
192 H -10.550 -22.216 -7.242
193 H -2.246 -17.991 -17.349
194 H -15.169 -23.333 -2.366
195 H -6.684 -14.539 -4.760
196 H -13.279 -13.015 -14.945
197 H -10.778 -13.495 -14.709
198 H -17.067 -18.306 -2.210
199 H -7.421 -10.200 -2.293
200 H -13.198 -19.332 -3.784
201 H -4.417 -19.445 -18.150
202 H -8.732 -9.080 -2.724
203 H -2.883 -11.117 -6.461
204 H -3.123 -14.219 -4.341
205 H -12.838 -10.993 -9.940
206 H -2.174 -12.076 -8.763
207 H -11.490 -14.409 -17.969
208 H -17.343 -23.211 -3.352
209 H -15.175 -20.201 -0.673
210 H -15.538 -17.940 -1.374
211 H -11.609 -15.839 -3.107
212 H -5.523 -20.118 -17.037
213 H -8.233 -14.040 -18.676
214 H -8.562 -12.407 -18.160
215 H -3.918 -16.755 -17.685
216 H -4.871 -13.994 -16.455
217 H -5.611 -12.112 -14.334
218 H -7.752 -16.844 -10.138
219 H -13.613 -11.942 -6.133
220 H -9.725 -9.123 -11.640
221 H -8.671 -12.993 -4.358
222 H -9.361 -11.803 -10.525
223 H -1.352 -16.870 -15.631
224 H -7.359 -12.400 -15.989
225 H -6.021 -18.702 -17.833
226 H -7.421 -11.548 -6.127
227 H -5.716 -19.534 -14.944
228 H -1.724 -13.658 -8.087
229 H -6.753 -15.028 -6.463
230 H -12.396 -13.554 -10.153
231 H -3.181 -9.638 -11.897
232 H -12.370 -15.963 -17.966
233 H -16.538 -17.749 -4.394
234 H -14.980 -18.126 -5.150
235 H -9.767 -16.614 -16.429
236 H -8.166 -10.928 -7.614
237 H -5.721 -14.394 -14.979
238 H -5.544 -18.228 -12.920
239 H -9.523 -15.668 -13.854
240 H -14.181 -21.929 -2.047
241 H -14.624 -17.477 -15.139
242 H -9.059 -15.295 -11.384
243 H -4.631 -13.799 -3.692
244 H -8.953 -14.575 -7.451
245 H -10.409 -12.284 -2.256
246 H -14.658 -15.087 -15.191
247 H -0.751 -19.512 -15.242
248 H -2.277 -11.072 -11.341
249 H -14.634 -15.611 -16.853
250 H -2.824 -10.903 -14.142
251 H -13.540 -19.908 -2.190
252 H -8.702 -8.073 -5.297
253 H -11.868 -13.291 -5.981
254 H -7.544 -12.699 -19.564
255 H -11.715 -14.741 -7.019
256 H -7.447 -15.575 -12.191
257 H -8.813 -17.702 -4.625
258 H -6.424 -13.342 -6.062
259 H -7.435 -14.200 -16.376
260 H -14.805 -12.119 -7.369
261 H -11.240 -17.536 -16.669
262 H -9.759 -17.074 -2.194
263 H -10.990 -18.057 -6.657
264 H -5.128 -12.433 -8.942
265 H -3.077 -18.041 -12.633
266 H -15.025 -16.961 -3.848
267 H -6.171 -20.270 -5.967
268 H -2.987 -13.577 -9.316

Summary:
**HOMO-LUMO gap**: 7.9 eV
**LUMO level**: 0.198 eV
**Charge**: 0
**HOMO level**: -7.706 eV
**Structure (SMILES)**: CC1(C)CCCC(C)(C)N1O.CC1(C)CCCC(C)(C)N1O.CC1(C)CCCC(C)(C)N1O.CC1(C)CCCC(C)(C)N1O.CC1(C)CCCC(C)(C)N1O.CC1(C)CCCC(C)(C)N1O.COCCNCCOC.COCCNCCOC.COCCNCCOC.NC(N)=O.NC(N)=O

Q: Look up the charge of the first one.
A: 0